{
  "formula": "C49H40KN9O2",
  "method": "ωB97M-V with the def2-TZVPD basis set",
  "orbital_gap_ev": 5.365,
  "total_energy_ev": -85295.224,
  "mol_weight_g_mol": 826.02,
  "multiplicity": 1,
  "total_charge": -2,
  "elements": ["K", "C", "C", "C", "C", "C", "C", "C", "N", "N", "C", "C", "C", "C", "C", "C", "N", "C", "C", "C", "C", "C", "C", "N", "H", "H", "H", "H", "H", "H", "H", "H", "H", "H", "H", "H", "H", "H", "H", "H", "H", "H", "H", "H", "O", "C", "C", "C", "C", "C", "C", "C", "N", "N", "C", "O", "C", "C", "C", "C", "C", "C", "H", "H", "H", "H", "H", "H", "H", "H", "H", "H", "N", "C", "C", "C", "C", "C", "C", "C", "C", "C", "C", "C", "C", "N", "C", "C", "C", "C", "N", "H", "H", "H", "H", "H", "H", "H", "H", "H", "H"],
  "coordinates": [[-0.267, 0.880, -1.334], [0.940, -3.475, -0.937], [0.836, -3.104, -2.423], [-0.557, -2.713, -2.855], [-1.529, -3.667, -3.151], [-2.764, -3.249, -3.620], [-3.002, -1.892, -3.783], [-1.991, -1.006, -3.437], [-0.802, -1.410, -2.987], [1.076, -2.338, -0.031], [0.878, -2.747, 1.345], [-0.511, -3.243, 1.695], [-0.706, -3.889, 2.918], [-1.978, -4.303, 3.266], [-3.028, -4.052, 2.394], [-2.744, -3.402, 1.203], [-1.517, -3.013, 0.855], [2.387, -1.735, -0.217], [2.728, -0.528, 0.624], [4.067, -0.144, 0.704], [4.395, 1.013, 1.381], [3.387, 1.740, 1.998], [2.086, 1.273, 1.900], [1.757, 0.171, 1.214], [1.793, -4.168, -0.797], [0.036, -4.013, -0.664], [1.150, -3.979, -2.998], [1.496, -2.272, -2.679], [-1.317, -4.723, -3.023], [-3.531, -3.975, -3.862], [-3.951, -1.525, -4.157], [-2.123, 0.074, -3.521], [1.062, -1.878, 1.979], [1.609, -3.526, 1.636], [0.136, -4.052, 3.581], [-2.151, -4.808, 4.210], [-4.044, -4.341, 2.634], [-3.531, -3.158, 0.499], [2.462, -1.379, -1.248], [3.183, -2.492, -0.076], [4.829, -0.735, 0.208], [5.426, 1.346, 1.420], [3.599, 2.657, 2.534], [1.261, 1.793, 2.375], [-1.404, 2.146, -2.897], [-1.391, 3.419, -2.923], [-2.616, 4.167, -2.957], [-2.654, 5.543, -3.003], [-1.468, 6.290, -3.033], [-0.266, 5.601, -3.002], [-0.181, 4.208, -2.930], [1.165, 3.630, -2.880], [1.463, 2.430, -2.568], [2.830, 2.181, -2.565], [3.131, 0.902, -2.651], [2.389, -0.114, -2.800], [4.625, 0.637, -2.532], [5.077, -0.675, -2.639], [6.428, -0.982, -2.511], [7.353, 0.027, -2.271], [6.911, 1.343, -2.164], [5.561, 1.645, -2.294], [-3.531, 3.583, -2.925], [-3.611, 6.056, -3.012], [-1.488, 7.373, -3.077], [0.664, 6.165, -3.011], [1.989, 4.311, -3.131], [4.339, -1.447, -2.825], [6.761, -2.011, -2.598], [8.408, -0.208, -2.171], [7.627, 2.136, -1.975], [5.193, 2.659, -2.210], [-1.907, -1.235, 8.710], [-1.985, -0.889, 7.616], [-2.085, -0.449, 6.247], [-2.132, -1.371, 5.207], [-2.245, -0.931, 3.900], [-2.319, 0.428, 3.590], [-2.251, 1.345, 4.645], [-2.140, 0.915, 5.955], [-2.457, 0.847, 2.169], [-1.823, 1.991, 1.706], [-2.089, 2.677, 0.467], [-1.301, 3.793, 0.471], [-0.573, 3.746, 1.707], [-0.872, 2.704, 2.448], [-3.282, 0.043, 1.331], [-4.449, -0.671, 1.730], [-5.027, -1.140, 0.562], [-4.149, -0.741, -0.483], [-3.120, -0.031, -0.036], [-2.071, -2.431, 5.423], [-2.257, -1.650, 3.090], [-2.284, 2.400, 4.421], [-2.094, 1.631, 6.765], [-2.817, 2.388, -0.275], [-1.242, 4.558, -0.292], [0.165, 4.465, 2.046], [-4.847, -0.746, 2.733], [-5.944, -1.705, 0.463], [-4.243, -0.972, -1.537]],
  "mulliken_charge": [1.45, -0.99, -0.35, 0.38, -0.77, -0.43, -0.80, -0.04, -0.14, 1.81, -1.36, 1.15, -0.86, -0.62, -0.66, -0.80, 0.15, 0.04, 1.09, -1.26, -0.41, -1.02, -0.29, 0.25, 0.41, 0.45, 0.55, -0.35, 0.38, 0.36, 0.44, 0.32, 0.35, 0.30, 0.41, 0.44, 0.42, 0.64, -1.16, 0.22, 0.51, 0.42, 0.43, 0.29, -1.02, 0.06, -0.26, -0.51, -0.62, -0.65, 0.86, -1.02, 0.69, -0.77, -0.38, -0.75, 0.59, -0.17, -0.67, -0.33, -0.65, -0.22, 0.33, 0.32, 0.36, 0.28, 0.20, 0.33, 0.37, 0.37, 0.35, 0.45, -0.63, -0.04, 0.53, -1.01, 0.68, -0.23, -0.56, -0.92, 1.38, 0.74, -0.92, -0.12, -0.87, -0.68, -0.80, -0.34, -1.47, -0.27, 0.33, 0.51, 0.25, 0.42, 0.44, 0.61, 0.37, 0.44, 0.59, 0.37, 0.32]
}